C3H4O3Pb | ωB97M-V/def2-TZVPD

The geometry in XYZ format:
```
11
Properties=species:S:1:pos:R:3:forces:R:3
O 0.640765 -0.704734 -0.763472 0.90 1.37 0.44
C 0.280914 -1.776162 0.031739 1.47 -0.44 1.59
C 0.675071 0.712462 -0.030932 0.46 -0.88 0.02
O 1.132270 -2.338182 0.715148 -0.39 0.16 -0.47
O -0.967294 -2.030784 -0.014815 0.63 -1.42 0.81
C -0.695706 1.261922 0.131119 0.40 0.12 0.48
H 1.216567 0.494504 0.902308 -0.05 -0.02 -0.39
H 1.301838 1.292136 -0.719068 -0.14 -0.34 0.16
H -1.060100 1.229325 1.169925 0.16 0.05 -0.40
H -0.800605 2.271716 -0.290279 -0.09 -0.38 0.04
Pb -1.723721 -0.412202 -1.131673 -3.36 1.77 -2.30
```
Forces are in eV/Å.

Computed properties:
2S+1 ... 2
Relative energy (zero: lowest compared OMol25 entry of this formula, charge and spin) ... 0.0 kJ/mol
Orbital gap (alpha / beta) ... 4.5 / 7.5 eV
⟨S²⟩ ... 0.753
E_HOMO (alpha / beta) ... -0.033 / -0.142 Eh
Charge ... -1